[1]
One molecule with the formula C5H11N in a non-equilibrium geometry. Source: OMol25; level of theory: ωB97M-V/def2-TZVPD.

## Properties
Electronic energy   -251.8117 hartree
Largest force on an atom   1.82 eV Å⁻¹
HOMO level   -8.535 eV
M   85.15 g/mol
SMILES   C=CCCNC

Geometry (Å):
C1 0.901 -2.419 -1.510
C2 0.123 -1.779 -0.654
C3 -0.095 -0.278 -0.624
C4 -0.710 0.140 0.704
N1 -0.724 1.543 1.075
C5 0.485 2.334 0.864
H1 1.623 -2.080 -2.231
H2 0.868 -3.504 -1.438
H3 -0.593 -2.291 -0.019
H4 0.873 0.223 -0.733
H5 -0.686 0.040 -1.486
H6 -1.765 -0.140 0.655
H7 -0.217 -0.417 1.510
H8 -1.544 2.029 0.763
H9 1.263 1.999 1.544
H10 0.297 3.367 1.153
H11 0.792 2.279 -0.179

Results of the Löwdin charge analysis, in e, for atoms 1 through 5:
1. C -0.007
2. C -0.189
3. C -0.217
4. C -0.267
5. N -0.139


[2]
One molecule with the formula C3H5NO2. Source: OMol25; level of theory: ωB97M-V/def2-TZVPD.

## Properties
Electronic energy   -322.5261 hartree
Largest force on an atom   0.60 eV Å⁻¹
HOMO level   -9.842 eV
M   87.08 g/mol
SMILES   O=C1NC[C@@H]1O

Geometry (Å):
O1 0.398 0.944 -2.018
C1 0.397 0.547 -0.879
N1 1.318 -0.095 -0.090
C2 0.377 -0.317 1.022
C3 -0.733 0.334 0.162
O2 -1.623 -0.617 -0.376
H1 2.125 -0.639 -0.369
H2 0.655 0.271 1.901
H3 0.207 -1.361 1.299
H4 -1.267 1.191 0.595
H5 -1.856 -0.259 -1.246

Results of the Löwdin charge analysis, in e, for atoms 1 through 5:
1. O 0.085
2. C -0.449
3. N 0.100
4. C -0.094
5. C -0.264


[3]
C49H49Cl2N7O8PTi as an isolated structure in a non-equilibrium geometry. Source: OMol25; level of theory: ωB97M-V/def2-TZVPD.

## Properties
Electronic energy   -4993.1143 hartree
Largest force on an atom   1.44 eV Å⁻¹
HOMO level (spin up / spin down)   -3.540 / -5.003 eV
Net charge   -1
Expectation value of S²   2.063
M   1013.72 g/mol
Spin multiplicity   3

Geometry (Å):
Ti1 0.332 0.149 1.103
O1 1.440 0.222 -3.857
C1 1.854 -0.239 -2.777
O2 1.750 0.275 -1.624
C2 2.558 -1.594 -2.776
C3 3.153 -2.076 -3.937
C4 3.851 -3.273 -3.919
C5 3.931 -4.006 -2.738
C6 3.311 -3.547 -1.586
C7 2.629 -2.328 -1.593
P1 1.995 -1.569 -0.023
C8 3.686 -1.101 0.576
C9 4.164 0.188 0.340
C10 5.423 0.559 0.794
C11 6.219 -0.344 1.488
C12 5.752 -1.631 1.712
C13 4.497 -2.009 1.250
C14 1.457 -3.092 0.899
C15 0.700 -4.010 0.157
C16 -0.022 -5.021 0.775
C17 -0.019 -5.132 2.160
C18 0.710 -4.221 2.910
C19 1.431 -3.207 2.289
H1 3.064 -1.481 -4.838
H2 4.346 -3.633 -4.814
H3 4.486 -4.938 -2.713
H4 3.365 -4.139 -0.682
H5 3.542 0.893 -0.192
H6 5.781 1.566 0.608
H7 7.187 -0.040 1.869
H8 6.361 -2.345 2.255
H9 4.138 -3.014 1.448
H10 0.670 -3.934 -0.924
H11 -0.601 -5.712 0.174
H12 -0.585 -5.917 2.647
H13 0.708 -4.282 3.993
H14 1.983 -2.500 2.891
C20 -0.161 -1.944 -2.643
N1 -1.126 -1.217 -3.456
C21 -1.636 -1.952 -4.593
C22 -1.270 0.143 -3.291
N2 -1.049 0.637 -2.124
C23 -0.691 1.963 -1.902
C24 0.084 2.698 -2.818
C25 0.456 4.008 -2.588
C26 0.046 4.644 -1.419
C27 -0.642 3.907 -0.476
C28 -0.968 2.560 -0.668
N3 -1.421 1.832 0.492
C29 -2.404 2.373 1.143
N4 -2.533 2.241 2.508
C30 -3.810 1.977 3.130
C31 -1.457 2.628 3.401
N5 -3.427 3.072 0.545
C32 -3.891 4.324 1.109
C33 -3.794 2.828 -0.834
N6 -1.741 0.794 -4.438
C34 -2.620 1.939 -4.322
C35 -0.870 0.804 -5.609
H15 0.746 -2.154 -3.217
H16 -0.594 -2.891 -2.313
H17 0.087 -1.349 -1.772
H18 -0.852 -2.158 -5.333
H19 -2.437 -1.401 -5.074
H20 -2.028 -2.911 -4.245
H21 0.454 2.176 -3.692
H22 1.088 4.522 -3.304
H23 0.304 5.679 -1.224
H24 -0.880 4.353 0.487
H25 -4.563 1.784 2.369
H26 -4.142 2.819 3.752
H27 -3.733 1.092 3.770
H28 -1.753 3.522 3.965
H29 -0.559 2.847 2.832
H30 -1.218 1.841 4.117
H31 -3.444 4.484 2.088
H32 -4.981 4.330 1.214
H33 -3.604 5.157 0.458
H34 -3.488 1.819 -1.111
H35 -3.327 3.538 -1.522
H36 -4.881 2.908 -0.927
H37 -3.266 1.816 -3.456
H38 -3.250 1.980 -5.215
H39 -2.090 2.890 -4.229
H40 0.000 0.168 -5.438
H41 -0.496 1.817 -5.791
H42 -1.402 0.465 -6.504
Cl1 4.573 3.746 5.916
C36 3.760 2.589 4.876
C37 3.795 1.241 5.211
C38 3.127 0.332 4.402
Cl2 3.164 -1.350 4.876
C39 2.427 0.700 3.248
O3 1.818 -0.183 2.500
C40 2.434 2.102 2.923
C41 1.818 2.540 1.742
O4 1.231 1.709 0.886
C42 3.091 3.026 3.762
H43 4.333 0.897 6.083
H44 1.860 3.586 1.461
H45 3.077 4.080 3.504
O5 -0.584 -0.066 2.698
C43 -1.686 -0.725 3.004
C44 -2.543 -1.298 2.037
C45 -3.788 -1.829 2.387
C46 -4.651 -2.263 1.405
C47 -4.328 -2.171 0.055
C48 -3.080 -1.690 -0.305
C49 -2.160 -1.303 0.663
O6 -0.927 -0.954 0.332
N7 -5.955 -2.824 1.799
O7 -6.732 -3.151 0.925
O8 -6.199 -2.934 2.985
H46 -1.956 -0.758 4.053
H47 -4.086 -1.885 3.426
H48 -5.048 -2.490 -0.684
H49 -2.795 -1.594 -1.346

Results of the Löwdin charge analysis, in e, for atoms 1 through 5:
1. Ti 1.091
2. O -0.006
3. C -0.619
4. O -0.098
5. C -0.178